# 1
A structure of composition C12H27InNO2 in a non-equilibrium geometry, computed with wB97M-V/def2-TZVPD.

Results
DFT total energy in a.u.: -868.62092
Lowest unoccupied orbital energy in eV: 2.89
Kohn-Sham gap in eV: 5.9840
F_max in eV Å⁻¹: 2.14

The geometry in ORCA input format:
```
! RIJCOSX wB97M-V def2-TZVPD def2/J DEFGRID3
* xyz -1 1
C 2.621 2.319 1.832
C 3.278 2.593 0.683
In 2.390 1.761 -1.220
C 0.204 1.871 -0.836
C -0.306 0.602 -0.141
C -1.831 0.472 -0.064
C -2.521 1.623 0.683
N -2.970 2.701 -0.218
C -2.592 4.032 0.124
C -2.793 4.505 1.553
O -2.143 4.781 -0.701
H 2.107 3.071 2.446
H 2.537 1.299 2.211
H 4.133 3.270 0.631
H 2.744 2.903 -2.542
H 2.892 0.088 -1.604
H -0.361 2.034 -1.757
H 0.070 2.729 -0.168
H 0.062 -0.268 -0.694
H 0.130 0.549 0.864
H -2.078 -0.472 0.439
H -2.244 0.430 -1.075
H -3.382 1.212 1.221
H -1.803 2.001 1.412
H -3.964 2.635 -0.390
H -2.179 3.953 2.262
H -3.840 4.416 1.848
H -2.516 5.556 1.601
C 0.033 -4.820 0.939
C -0.213 -3.782 -0.146
O 0.891 -2.949 -0.408
C 2.078 -3.573 -0.853
C 1.923 -4.338 -2.157
H 0.346 -4.334 1.864
H -0.882 -5.383 1.133
H 0.809 -5.532 0.655
H -1.009 -3.106 0.171
H -0.561 -4.270 -1.066
H 2.488 -4.228 -0.072
H 2.788 -2.758 -0.990
H 1.229 -5.177 -2.064
H 2.888 -4.739 -2.470
H 1.547 -3.677 -2.939
*
```

Atomic partial charges in e from the Löwdin method, atoms 1 to 4: -0.218 -0.320 0.399 -0.337

# 2
A structure of composition C6H15ClN2O7PTi, computed with wB97M-V/def2-TZVPD.

Results
DFT total energy in a.u.: -2524.84002
Lowest unoccupied orbital energy (spin up / spin down) in eV: -2.42 / -2.55
Kohn-Sham gap (spin up / spin down) in eV: 7.5538 / 10.4425
F_max in eV Å⁻¹: 0.87
Relative energy (zero: lowest compared OMol25 entry of this formula, charge and spin) in eV: 0.0860

The geometry in ORCA input format:
```
! RIJCOSX wB97M-V def2-TZVPD def2/J DEFGRID3
* xyz 1 3
Ti 0.042 0.313 0.718
O 1.195 1.265 4.703
C 1.072 0.966 3.431
O 0.011 0.705 2.895
C 2.375 0.972 2.666
O 2.183 0.277 1.441
C 2.375 -1.157 1.494
C 1.242 -1.759 0.676
O 1.593 -2.364 -0.422
O 0.059 -1.732 1.093
H 0.317 1.311 5.117
H 2.616 2.008 2.423
H 3.186 0.551 3.258
H 3.345 -1.412 1.075
H 2.293 -1.524 2.519
Cl -0.065 2.802 0.519
N -0.887 -2.657 -1.819
C -1.405 -1.547 -2.639
P -1.111 -0.027 -1.698
O -1.914 0.012 -0.412
O 0.364 0.115 -1.400
C -1.695 1.435 -2.660
N -2.139 2.428 -1.637
H -1.461 -2.768 -0.988
H 0.763 -2.562 -0.952
H -0.951 -3.523 -2.342
H -2.467 -1.642 -2.883
H -0.839 -1.491 -3.571
H -2.530 1.198 -3.317
H -0.879 1.861 -3.239
H -1.334 2.707 -0.998
H -2.802 1.976 -1.000
H -2.552 3.262 -2.050
*
```

Atomic partial charges in e from the Löwdin method, atoms 1 to 4: 0.785 0.193 -0.470 0.026

# 3
An isolated molecule of C6H10, computed with wB97M-V/def2-TZVPD.

Results
DFT total energy in a.u.: -234.59088
Lowest unoccupied orbital energy in eV: 1.18
Kohn-Sham gap in eV: 10.2454
F_max in eV Å⁻¹: 0.20
Relative energy (zero: lowest compared OMol25 entry of this formula, charge and spin) in eV: 0.3165

The geometry in ORCA input format:
```
! RIJCOSX wB97M-V def2-TZVPD def2/J DEFGRID3
* xyz 0 1
C -1.850 -0.720 -0.149
C -0.321 -0.660 -0.397
C 0.481 -0.864 0.869
C 1.311 0.139 1.138
C 1.184 1.267 0.147
C 0.311 0.648 -0.970
H -2.082 -0.790 0.920
H -2.281 -1.609 -0.620
H -2.388 0.146 -0.546
H -0.087 -1.469 -1.097
H 0.339 -1.740 1.498
H 1.990 0.173 1.985
H 0.703 2.132 0.624
H 2.153 1.620 -0.229
H 0.964 0.375 -1.806
H -0.424 1.354 -1.366
*
```

Atomic partial charges in e from the Löwdin method, atoms 1 to 4: -0.064 -0.348 -0.092 -0.101

# 4
A structure of composition C14H22AsBF3O5 in a non-equilibrium geometry, computed with wB97M-V/def2-TZVPD.

Results
DFT total energy in a.u.: -3483.07069
Lowest unoccupied orbital energy in eV: 2.64
Kohn-Sham gap in eV: 6.6052
F_max in eV Å⁻¹: 2.67

The geometry in ORCA input format:
```
! RIJCOSX wB97M-V def2-TZVPD def2/J DEFGRID3
* xyz -1 1
C 3.942 -2.401 0.823
C 3.200 -1.315 -0.027
C 3.952 -0.162 -0.519
C 3.235 0.800 -1.340
C 1.805 0.611 -1.632
C 0.999 -0.487 -1.122
C -0.481 -0.788 -1.387
As -1.903 -0.107 -0.054
C -0.553 0.679 1.260
C -0.059 2.140 1.035
C 0.979 2.492 2.195
O 1.380 3.636 2.253
O 1.380 1.558 3.147
C -1.736 -1.858 0.978
O -2.614 -2.954 0.563
C -3.849 -2.908 1.102
F -4.593 -1.834 0.697
F -3.893 -2.988 2.474
F -4.524 -4.038 0.648
C -2.284 1.648 -1.025
B -1.436 2.115 -2.253
O -1.554 1.541 -3.563
O -0.535 3.238 -2.199
C 1.783 -1.465 -0.313
H 4.826 -2.769 0.223
H 3.304 -3.313 0.985
H 4.352 -2.001 1.784
H 5.028 -0.081 -0.248
H 3.818 1.670 -1.724
H 1.342 1.371 -2.293
H -0.799 -0.730 -2.469
H -0.546 -1.913 -1.238
H -2.973 -0.785 -0.967
H -3.044 0.292 0.946
H 0.273 -0.038 1.539
H -1.137 0.737 2.234
H 0.490 2.361 0.093
H -0.860 2.914 1.184
H 1.377 2.076 3.977
H -1.911 -1.610 2.070
H -0.696 -2.296 0.972
H -2.434 2.537 -0.341
H -3.336 1.507 -1.434
H -1.145 2.129 -4.219
H 0.118 3.181 -2.915
H 1.315 -2.395 0.103
*
```

Atomic partial charges in e from the Löwdin method, atoms 1 to 4: -0.089 -0.261 -0.077 -0.081

# 5
A structure of composition C30H35BMnN10O2Te, computed with wB97M-V/def2-TZVPD.

Results
DFT total energy in a.u.: -3306.32515
Lowest unoccupied orbital energy (spin up / spin down) in eV: 0.56 / 0.56
Kohn-Sham gap (spin up / spin down) in eV: 7.7834 / 7.9693
F_max in eV Å⁻¹: 0.26
Relative energy (zero: lowest compared OMol25 entry of this formula, charge and spin) in eV: 0.0642

The geometry in ORCA input format:
```
! RIJCOSX wB97M-V def2-TZVPD def2/J DEFGRID3
* xyz 0 6
Mn -0.264 0.110 0.157
C 3.554 -0.733 2.513
C 2.308 -1.102 2.001
N 1.783 -0.111 1.290
N 2.663 0.909 1.333
C 3.736 0.559 2.059
B 2.352 2.260 0.637
N 1.073 2.861 1.258
C 0.938 3.988 1.977
C -0.387 4.114 2.343
C -1.002 2.989 1.789
N -0.120 2.245 1.133
N 2.119 2.025 -0.861
C 2.788 2.532 -1.911
C 2.228 2.030 -3.068
C 1.197 1.201 -2.615
N 1.140 1.206 -1.290
H 4.226 -1.318 3.116
H 1.767 -2.030 2.106
H 4.548 1.254 2.196
H 3.270 3.011 0.801
H 1.792 4.617 2.164
H -0.837 4.902 2.920
H -2.032 2.673 1.851
H 3.608 3.211 -1.755
H 2.520 2.234 -4.082
H 0.503 0.597 -3.178
O -2.546 -2.846 -1.812
C -1.658 -2.124 -1.380
O -1.786 -0.964 -0.862
C -0.208 -2.589 -1.514
C 0.113 -3.781 -2.152
C 1.447 -4.112 -2.296
C 2.413 -3.241 -1.811
C 2.002 -2.079 -1.182
N 0.717 -1.763 -1.023
H -0.694 -4.399 -2.520
H 1.736 -5.032 -2.787
H 3.467 -3.455 -1.919
H 2.717 -1.365 -0.793
C -1.899 3.803 -1.895
Te -2.574 1.896 -1.189
C -2.674 1.422 -3.268
C -2.762 2.744 -3.985
C -3.207 2.824 -5.300
C -3.275 4.046 -5.950
C -2.893 5.202 -5.286
C -2.447 5.129 -3.977
C -2.381 3.907 -3.317
H -0.808 3.828 -1.847
H -2.291 4.604 -1.272
H -3.537 0.789 -3.459
H -1.778 0.873 -3.557
H -3.508 1.919 -5.814
H -3.632 4.096 -6.971
H -2.950 6.161 -5.785
H -2.152 6.032 -3.455
C -0.098 0.370 6.030
C 0.832 0.587 4.855
N 0.053 0.530 3.638
C -0.935 -0.382 3.398
N -1.290 -0.607 2.162
C -2.401 -1.537 1.937
C -3.354 -1.629 3.111
C -2.555 -1.943 4.356
N -1.510 -0.947 4.509
C -0.849 -0.928 5.805
H -0.805 1.199 6.098
H 0.464 0.319 6.963
H 1.630 -0.169 4.859
H 1.308 1.567 4.902
H 0.509 0.836 2.796
H -1.997 -2.533 1.712
H -2.931 -1.222 1.040
H -4.103 -2.399 2.927
H -3.877 -0.679 3.245
H -2.127 -2.954 4.294
H -3.178 -1.910 5.254
H -0.160 -1.780 5.897
H -1.623 -1.061 6.564
*
```

Atomic partial charges in e from the Löwdin method, atoms 1 to 4: 0.749 -0.062 -0.165 -0.020

# 6
A structure of composition C22H23BFHfNO4S in a non-equilibrium geometry, computed with wB97M-V/def2-TZVPD.

Results
DFT total energy in a.u.: -1776.82982
Lowest unoccupied orbital energy in eV: -15.77
Kohn-Sham gap in eV: 3.3428
F_max in eV Å⁻¹: 3.85

The geometry in ORCA input format:
```
! RIJCOSX wB97M-V def2-TZVPD def2/J DEFGRID3
* xyz 4 1
C 1.608 -2.023 2.206
C 0.731 -0.790 1.962
C -0.663 -1.311 1.611
C -1.638 -0.480 0.788
C -2.326 0.492 1.514
C -3.324 1.233 0.931
C -3.661 1.034 -0.406
C -2.955 0.089 -1.127
F -3.292 -0.064 -2.400
C -1.931 -0.686 -0.579
B -1.190 -1.731 -1.505
O -1.813 -2.216 -2.613
N 0.209 -2.212 -1.281
C 1.133 -1.388 -2.029
C 0.418 -3.645 -1.442
C -4.762 1.827 -1.004
O -5.536 1.464 -1.820
C -4.888 3.207 -0.390
C -4.572 3.437 0.858
S -4.703 5.093 1.539
C -4.095 2.249 1.702
O -4.395 2.169 2.836
O 1.279 0.058 0.946
C 2.380 0.815 1.380
C 3.524 0.605 0.470
C 3.985 -0.747 0.222
C 5.053 -0.991 -0.627
C 5.676 0.080 -1.210
C 5.249 1.425 -0.970
C 4.189 1.669 -0.127
H 2.521 -1.766 2.733
H 1.811 -2.497 1.256
H 1.056 -2.680 2.866
H 0.653 -0.225 2.892
H -1.169 -1.407 2.570
H -0.586 -2.325 1.234
H -2.129 0.631 2.566
H -1.837 -1.534 -3.300
H 1.409 -1.858 -2.971
H 2.013 -1.159 -1.406
H 0.666 -0.428 -2.230
H 0.066 -4.220 -0.590
H -0.058 -4.031 -2.348
H 1.483 -3.834 -1.535
H -5.217 4.034 -1.029
H -3.935 5.762 0.650
H 2.137 1.877 1.422
H 2.722 0.544 2.389
H 3.523 -1.579 0.722
H 5.385 -2.000 -0.795
H 6.525 -0.084 -1.856
H 5.757 2.249 -1.443
H 3.857 2.670 0.090
Hf -6.342 5.198 -1.320
*
```

Atomic partial charges in e from the Löwdin method, atoms 1 to 4: -0.003 -0.330 -0.064 -0.091

# 7
An isolated molecule of C2H3N3O in a non-equilibrium geometry, computed with wB97M-V/def2-TZVPD.

Results
DFT total energy in a.u.: -317.32909
Lowest unoccupied orbital energy (spin up / spin down) in eV: 0.74 / -2.67
Kohn-Sham gap (spin up / spin down) in eV: 7.8122 / 7.8516
F_max in eV Å⁻¹: 4.57
Relative energy (zero: lowest compared OMol25 entry of this formula, charge and spin) in eV: 0.4295

The geometry in ORCA input format:
```
! RIJCOSX wB97M-V def2-TZVPD def2/J DEFGRID3
* xyz 0 3
C 0.565 0.200 -0.384
C -0.924 -0.180 -0.426
N -1.884 0.145 0.657
N -2.005 0.769 -0.375
N 1.226 -0.242 0.668
O 1.000 0.796 -1.345
H -1.142 -1.076 -1.056
H 0.951 -0.437 1.653
H 2.212 0.024 0.607
*
```

Atomic partial charges in e from the Löwdin method, atoms 1 to 4: -0.559 -0.165 0.023 0.025

# 8
An isolated molecule of C4H7N3O in a non-equilibrium geometry, computed with wB97M-V/def2-TZVPD.

Results
DFT total energy in a.u.: -396.05035
Lowest unoccupied orbital energy in eV: 0.80
Kohn-Sham gap in eV: 9.1054
F_max in eV Å⁻¹: 4.02
Relative energy (zero: lowest compared OMol25 entry of this formula, charge and spin) in eV: 2.6684

The geometry in ORCA input format:
```
! RIJCOSX wB97M-V def2-TZVPD def2/J DEFGRID3
* xyz 0 1
H 2.679 -1.550 0.075
N 2.710 -0.506 -0.102
C 1.451 -0.186 -0.050
C 0.235 -0.995 0.037
C -0.812 0.101 0.443
C -2.107 -0.051 -0.390
O -3.163 -0.386 0.016
N -0.288 1.376 0.034
N 1.048 1.185 -0.044
H 0.357 -1.816 0.802
H 0.003 -1.400 -0.936
H -1.051 -0.025 1.578
H -2.059 0.273 -1.427
H -0.494 2.170 0.664
H 1.491 1.809 -0.700
*
```

Atomic partial charges in e from the Löwdin method, atoms 1 to 4: 0.059 0.100 -0.432 -0.066

Question: Number 5 is which compound?
Answer: C30H35BMnN10O2Te

Question: The lowest DFT total energy belongs to which entry?
Answer: C14H22AsBF3O5

What did the eighth record say?
An isolated molecule of C4H7N3O in a non-equilibrium geometry, computed with wB97M-V/def2-TZVPD.

Results
DFT total energy in a.u.: -396.05035
Lowest unoccupied orbital energy in eV: 0.80
Kohn-Sham gap in eV: 9.1054
F_max in eV Å⁻¹: 4.02
Relative energy (zero: lowest compared OMol25 entry of this formula, charge and spin) in eV: 2.6684

The geometry in ORCA input format:
```
! RIJCOSX wB97M-V def2-TZVPD def2/J DEFGRID3
* xyz 0 1
H 2.679 -1.550 0.075
N 2.710 -0.506 -0.102
C 1.451 -0.186 -0.050
C 0.235 -0.995 0.037
C -0.812 0.101 0.443
C -2.107 -0.051 -0.390
O -3.163 -0.386 0.016
N -0.288 1.376 0.034
N 1.048 1.185 -0.044
H 0.357 -1.816 0.802
H 0.003 -1.400 -0.936
H -1.051 -0.025 1.578
H -2.059 0.273 -1.427
H -0.494 2.170 0.664
H 1.491 1.809 -0.700
*
```

Atomic partial charges in e from the Löwdin method, atoms 1 to 4: 0.059 0.100 -0.432 -0.066

Question: F_max of number 8 (C4H7N3O)?
Answer: 4.02 eV Å⁻¹